Computed, not measured: a molecular structure, C13H17Cl33In at a distorted geometry, with the ωB97M-V functional and the def2-TZVPD basis.

* total charge: -1
* gap between HOMO and LUMO: 5.21 eV
* HOMO energy: -3.54 eV

```
64
Properties=species:S:1:pos:R:3:mulliken_charge:R:1
C -0.360 0.425 -0.293 -0.07
C 0.675 0.039 -1.067 -0.87
In 2.687 1.026 -0.600 0.30
H -0.263 0.229 0.771 -0.03
H -1.236 0.976 -0.658 0.28
H 0.564 -0.699 -1.872 0.44
H 3.387 1.488 -2.171 -0.38
H 2.388 2.529 0.327 -0.36
H 3.740 -0.086 0.290 -0.19
C -2.243 -1.561 -2.329 0.82
Cl -1.225 -2.995 -2.241 -0.08
Cl -2.911 -1.370 -3.963 -0.08
Cl -3.549 -1.647 -1.140 -0.15
H -1.630 -0.694 -2.098 -0.60
C 5.741 -2.221 1.892 -0.06
Cl 6.228 -1.302 0.474 -0.08
Cl 5.201 -1.149 3.187 -0.09
Cl 4.473 -3.383 1.482 -0.11
H 6.599 -2.773 2.251 0.33
C -3.262 0.770 -6.943 0.31
Cl -4.130 -0.765 -6.910 -0.15
Cl -2.923 1.265 -8.603 -0.13
Cl -4.176 2.021 -6.094 -0.15
H -2.316 0.633 -6.430 0.09
C -0.716 2.742 -4.961 0.31
Cl -0.386 4.362 -4.347 0.00
Cl 0.148 2.467 -6.485 -0.13
Cl -0.289 1.519 -3.769 0.05
H -1.777 2.670 -5.160 -0.19
C -1.010 -7.040 -0.559 0.02
Cl -2.022 -5.756 0.096 -0.04
Cl 0.146 -6.393 -1.726 -0.12
Cl -0.168 -7.896 0.738 -0.14
H -1.648 -7.747 -1.072 0.28
C -1.701 7.278 -7.238 -0.09
Cl -1.404 5.545 -7.240 -0.03
Cl -2.250 7.804 -5.640 -0.11
Cl -0.252 8.161 -7.728 -0.12
H -2.485 7.496 -7.950 0.36
C 4.758 -2.389 7.372 0.18
Cl 3.774 -1.085 8.041 -0.11
Cl 4.183 -2.844 5.771 -0.07
Cl 6.460 -1.917 7.314 -0.14
H 4.667 -3.247 8.024 0.14
C -5.845 -5.419 2.152 -0.02
Cl -5.122 -6.962 1.687 -0.11
Cl -5.660 -5.145 3.887 -0.13
Cl -5.136 -4.093 1.232 -0.04
H -6.902 -5.461 1.928 0.30
C -1.770 2.006 3.276 -0.03
Cl -1.222 3.621 2.822 -0.12
Cl -2.745 1.293 1.988 -0.09
Cl -0.398 0.971 3.673 -0.10
H -2.390 2.095 4.158 0.32
C 0.172 8.072 -2.877 0.18
Cl 0.480 9.684 -2.216 -0.16
Cl 1.032 7.848 -4.399 -0.10
Cl 0.620 6.825 -1.718 -0.09
H -0.889 7.986 -3.075 0.13
C 3.236 -3.469 11.412 0.06
Cl 3.090 -4.911 12.422 -0.13
Cl 4.874 -3.327 10.768 -0.11
Cl 2.049 -3.499 10.108 -0.10
H 3.040 -2.603 12.029 0.28
```

---

Computed, not measured: a molecular structure, C13H17ClINO2PSn at a distorted geometry, with the ωB97M-V functional and the def2-TZVPD basis.

* total charge: +3
* gap between HOMO and LUMO (alpha / beta): 3.05 / 3.04 eV
* HOMO energy (alpha / beta): -17.15 / -17.15 eV
* energy relative to the best compared isomer or geometry (same formula, charge and spin): 373.47 kJ/mol

```
37
Properties=species:S:1:pos:R:3:nbo_charge:R:1
C 1.757 1.820 0.260 -0.78
C 0.737 1.802 -0.787 0.64
H 2.149 2.762 0.711 0.34
H 2.644 1.323 -0.119 0.28
H 1.234 1.231 0.993 0.31
O 0.492 2.912 -1.234 -0.42
I -1.003 0.291 -1.595 0.97
Sn 2.681 -2.637 0.767 1.47
P 2.217 -0.156 -2.264 0.71
C 1.527 0.630 -3.757 -0.94
C 3.860 0.593 -2.373 -0.92
H 2.904 -2.541 -2.330 0.21
H 3.485 -1.543 -3.748 0.26
H 1.736 -2.105 -3.669 0.26
C 2.628 -1.790 -3.093 -0.88
H 4.504 0.195 -1.602 0.25
H 4.226 0.320 -3.349 0.26
H 2.315 0.624 -4.509 0.28
H 1.258 1.650 -3.516 0.22
H 3.767 1.665 -2.300 0.25
H 0.668 0.072 -4.113 0.24
C -1.521 2.264 -1.950 0.57
O -2.166 3.223 -2.052 -0.19
Cl 3.133 -3.860 2.783 -0.49
N -0.266 -0.322 1.414 -0.57
C -1.308 -0.355 1.953 0.44
C -2.563 -0.519 2.708 -0.18
C -2.656 -1.480 3.727 -0.15
C -3.837 -1.659 4.449 -0.20
C -4.958 -0.899 4.192 -0.10
C -4.887 0.074 3.196 -0.19
C -3.695 0.250 2.463 -0.17
H -1.803 -2.107 4.022 0.24
H -3.914 -2.390 5.240 0.26
H -5.899 -1.057 4.753 0.26
H -5.747 0.665 3.024 0.25
H -3.700 1.053 1.705 0.22
```

---

Computed, not measured: a molecular structure, C13H17HgI2N4O5S, with the ωB97M-V functional and the def2-TZVPD basis.

* multiplicity: 2
* total charge: 0
* gap between HOMO and LUMO (alpha / beta): 7.82 / 5.35 eV
* HOMO energy (alpha / beta): -7.75 / -7.75 eV
* energy relative to the best compared isomer or geometry (same formula, charge and spin): 54.56 kJ/mol
* expectation value of S²: 0.763

```
43
Properties=species:S:1:pos:R:3:mulliken_spin:R:1
Hg 1.482 0.373 -0.098 0.01
C -0.822 -1.126 3.786 0.00
O -1.722 -0.864 2.696 0.00
C -1.213 -0.097 1.727 0.00
O -0.105 0.417 1.804 0.02
N -2.070 0.013 0.695 0.00
N -1.692 0.726 -0.440 0.00
H -1.368 -1.783 4.457 0.00
H -0.560 -0.198 4.291 0.00
H 0.084 -1.607 3.420 0.00
H -2.917 -0.538 0.716 0.00
H -2.354 1.466 -0.643 0.00
H -1.605 0.098 -1.243 0.00
I 3.623 0.502 -1.887 0.17
C 3.033 1.085 1.671 0.63
I 2.234 2.527 2.865 0.16
H 3.886 1.401 1.089 -0.01
H 3.013 0.072 2.060 0.01
S -1.205 2.423 -3.303 0.00
C -0.843 0.921 -3.967 0.00
N 0.386 0.356 -3.792 0.00
C 0.760 -0.857 -4.264 0.00
C -0.106 -1.607 -4.990 0.00
C -1.393 -1.081 -5.222 0.00
C -1.750 0.138 -4.731 0.00
H 1.066 0.890 -3.259 0.00
H 1.766 -1.154 -4.007 0.00
H 0.192 -2.574 -5.365 0.00
H -2.110 -1.655 -5.795 0.00
H -2.735 0.549 -4.895 0.00
O 1.878 -2.202 1.343 0.00
C 1.051 -2.502 0.499 0.01
C 0.468 -3.887 0.273 0.00
C -0.448 -3.698 -0.929 0.00
C -0.409 -2.197 -1.194 0.00
O -1.107 -1.621 -2.010 0.00
N 0.502 -1.602 -0.373 -0.01
H -0.061 -4.189 1.178 0.00
H 1.277 -4.600 0.119 0.00
H -1.478 -4.015 -0.771 0.00
H -0.088 -4.203 -1.826 0.00
O 0.147 3.682 -0.303 0.00
C 0.464 2.671 -0.688 0.00
```

---

Computed, not measured: a molecular structure, C13H17IMoN2O at a distorted geometry, with the ωB97M-V functional and the def2-TZVPD basis.

* multiplicity: 3
* total charge: +2
* gap between HOMO and LUMO (alpha / beta): 6.40 / 7.15 eV
* HOMO energy (alpha / beta): -16.06 / -16.31 eV
* energy relative to the best compared isomer or geometry (same formula, charge and spin): 30.02 kJ/mol
* expectation value of S²: 2.039

```
35
Properties=species:S:1:pos:R:3:mulliken_spin:R:1
C 2.863 3.552 1.340 -0.01
C 3.959 2.578 0.902 0.00
H 2.591 4.195 0.487 0.00
H 3.211 4.187 2.148 0.00
H 1.981 3.021 1.690 0.01
H 3.640 1.816 0.219 0.00
H 4.753 3.145 0.442 0.00
H 4.368 2.085 1.791 0.00
C -2.713 1.146 -0.128 -0.01
C -3.910 1.079 -0.847 0.00
C -4.111 0.012 -1.750 0.01
C -3.110 -0.940 -1.876 0.00
H -2.475 1.910 0.595 -0.01
H -4.667 1.839 -0.684 0.00
H -5.006 -0.047 -2.346 0.00
H -3.201 -1.797 -2.546 0.00
N -1.711 0.230 -0.308 -0.05
C -1.916 -0.815 -1.174 0.01
C -0.830 -1.745 -1.266 0.02
N 0.259 -1.414 -0.507 0.00
C 1.227 -2.373 -0.317 0.04
C 0.169 -3.838 -1.934 0.02
C 1.223 -3.550 -1.082 -0.01
H 1.959 -2.159 0.461 0.00
H 2.047 -4.250 -0.988 0.00
C -0.893 -2.941 -2.001 -0.01
H -1.764 -3.143 -2.612 0.00
H 0.163 -4.723 -2.545 0.00
Mo 0.203 0.469 0.600 2.05
I 0.458 2.751 -0.579 -0.07
C 0.219 -0.061 2.991 0.02
O 1.343 -0.089 2.095 0.00
H 0.064 -0.986 3.567 0.01
H -0.737 0.143 2.398 -0.01
H 0.342 0.712 3.767 0.00
```

---

Computed, not measured: a molecular structure, C13H17N at a distorted geometry, with the ωB97M-V functional and the def2-TZVPD basis.

* total charge: 0
* gap between HOMO and LUMO: 9.22 eV
* HOMO energy: -8.39 eV
* energy relative to the best compared isomer or geometry (same formula, charge and spin): 969.45 kJ/mol

```
31
Properties=species:S:1:pos:R:3:nbo_charge:R:1
C 3.005 -1.066 -1.101 -0.46
C 1.049 -1.106 0.301 0.02
C 0.191 -1.188 -1.186 -0.46
C -1.217 -0.664 -0.938 -0.22
C -1.732 -1.707 0.284 -0.39
C -0.630 -1.544 1.585 -0.40
C 0.263 -0.291 1.517 -0.28
C -0.322 0.859 0.927 -0.04
C -0.049 2.228 1.305 -0.20
C -0.515 3.479 0.502 -0.22
C -1.411 3.158 -0.487 -0.22
C -1.794 1.693 -0.670 -0.20
C -1.204 0.596 -0.151 -0.03
H 3.592 -0.162 -2.015 0.17
H 3.882 -1.794 -0.749 0.22
H 1.855 -1.413 -1.799 0.21
H 2.268 0.281 -0.140 0.32
H 1.065 -2.100 0.688 0.18
H -0.027 -2.213 -1.651 0.23
H 0.760 -0.616 -2.041 0.22
H -1.762 -0.545 -1.690 0.20
H -2.735 -1.400 0.573 0.20
H -1.989 -2.663 -0.124 0.20
H -1.554 -1.209 2.386 0.21
H -0.244 -2.598 1.625 0.23
H 0.818 -0.249 2.376 0.24
H 0.529 2.385 2.192 0.20
H -0.342 4.477 0.913 0.22
H -1.626 3.937 -1.221 0.21
H -2.568 1.941 -1.383 0.22
N 2.442 -0.504 0.173 -0.61
```

---

Computed, not measured: a molecular structure, C13H17N3O3W at a distorted geometry, with the ωB97M-V functional and the def2-TZVPD basis.

* multiplicity: 3
* total charge: +2
* gap between HOMO and LUMO (alpha / beta): 6.08 / 2.81 eV
* HOMO energy (alpha / beta): -15.28 / -15.07 eV
* energy relative to the best compared isomer or geometry (same formula, charge and spin): 437.52 kJ/mol
* expectation value of S²: 2.055

```
37
Properties=species:S:1:pos:R:3:mulliken_spin:R:1
C -2.480 -0.830 1.474 -0.05
C -2.093 1.389 -1.548 -0.02
H -2.218 -1.888 1.436 0.00
H -3.374 -0.770 0.810 0.00
H -2.878 -0.564 2.479 0.01
H -1.859 0.834 -2.458 0.00
H -3.203 1.438 -1.463 0.01
H -1.706 2.384 -1.664 0.00
C 0.194 -2.405 0.939 0.12
C 0.968 -3.556 0.719 0.22
C 1.889 -3.570 -0.333 -0.04
C 2.002 -2.422 -1.109 0.17
H -0.311 -2.232 1.891 0.03
H 0.830 -4.391 1.396 0.00
H 2.535 -4.439 -0.490 0.00
H 2.787 -2.318 -1.850 0.00
N 0.080 -1.406 0.007 -0.03
C 1.109 -1.333 -0.919 0.15
C 1.360 0.021 -1.416 0.02
N 0.522 0.974 -0.879 0.00
C 0.863 2.279 -1.104 0.10
C 2.666 1.700 -2.575 -0.03
C 1.834 2.680 -2.024 0.12
H 0.256 3.001 -0.552 0.01
H 1.902 3.749 -2.271 0.00
C 2.496 0.363 -2.202 0.12
H 3.202 -0.427 -2.467 0.00
H 3.442 1.983 -3.273 0.00
W -1.422 0.397 0.100 1.02
C -1.585 2.097 1.324 -0.01
H -2.218 2.816 0.774 0.00
H -0.750 2.663 1.776 0.01
H -2.166 1.724 2.176 0.02
O -1.526 0.851 3.753 0.01
N -0.685 0.010 3.341 0.00
O -0.506 -1.104 3.892 0.02
O 0.041 0.301 2.310 0.01
```

---

The records above give, respectively, total energy values of -15881.81119, -2023.02861, -2247.80879, -1055.58809, -559.95567, -961.67140 hartree.